(1)
CH7NO3 | ωB97M-V/def2-TZVPD

```
12
CH7NO3 (ωB97M-V/def2-TZVPD)
H -0.23539 0.42954 -1.24562
H -0.43989 0.73808 1.94746
H 0.51263 -0.26432 0.86984
H -0.93740 -1.45664 -0.06295
N -0.39036 -0.10187 1.33796
C -1.38361 -0.52924 0.41082
H 1.38512 0.18428 -0.95175
H -2.34048 -0.81848 0.88912
O 0.67110 0.25305 -1.66800
O -1.57135 0.47704 -0.58662
O 2.15385 -0.09459 0.50814
H 3.06074 -0.00791 0.69517
```

2S+1 ... 1
Relative energy (zero: lowest compared OMol25 entry of this formula, charge and spin) ... 8.364 eV
Electronic energy ... -322.481320 hartree
Kohn-Sham gap ... 4.68 eV
Charge ... 0
HOMO energy ... -10.0519 eV

Atom charges from the Mulliken analysis, given in e for atoms 1 to 8: 0.466, 0.272, 0.317, 0.329, -0.172, -0.316, 0.423, 0.300

---

(2)
C4H13N5O | ωB97M-V/def2-TZVPD

```
23
C4H13N5O (ωB97M-V/def2-TZVPD)
O -0.14889 -2.04457 -0.24345
C 3.06671 -1.84988 0.44541
C -1.34521 -1.44873 -0.41953
H -3.97063 0.00356 -1.30533
C 1.55747 2.63380 -0.18030
N 1.42801 1.21451 -0.00556
H 2.44700 3.19068 0.36349
N 2.05697 -0.77484 0.31526
H 0.50935 0.80524 0.16261
H 0.54754 -1.35427 -0.01488
H 3.25109 -1.94289 1.52231
H 2.61163 -2.73900 -0.00270
N -1.39446 -0.23472 -0.05323
H -2.42866 1.35170 0.69045
H -4.71741 0.74198 0.23257
H 1.81656 2.90329 -1.22415
N 2.52252 0.41282 0.11557
H -2.18798 -2.12072 -0.57582
N -2.48647 0.63272 -0.14388
C -3.85470 0.07481 -0.17566
H 0.59401 3.08375 -0.01216
H 4.04152 -1.66587 0.05774
H -3.91600 -0.87338 0.45126
```

2S+1 ... 1
Relative energy (zero: lowest compared OMol25 entry of this formula, charge and spin) ... 5.123 eV
Electronic energy ... -509.075363 hartree
Kohn-Sham gap ... 9.15 eV
SMILES ... C/N=N/NC.CN/N=C/O
Charge ... 0
HOMO energy ... -8.1481 eV

Atom charges from the Mulliken analysis, given in e for atoms 1 to 8: -0.538, -0.865, -0.012, 0.275, -0.755, 0.266, 0.239, -0.064

---

(3)
C23H49N3OP4Tl | ωB97M-V/def2-TZVPD

```
81
C23H49N3OP4Tl (ωB97M-V/def2-TZVPD)
H -1.27158 -2.96594 -2.41956
C 2.36666 -3.79119 0.99120
H 5.13453 3.09403 2.64691
H -4.77849 -0.53353 -2.40578
C -0.41143 -4.24529 1.60249
C -2.90919 0.24484 -1.71847
H 2.51114 -3.01016 -3.27580
C -3.02500 -1.20219 2.56631
P 0.89375 -2.96562 1.68558
H -3.36843 1.37802 1.17836
C -2.58900 2.66480 -1.90805
H 0.64489 -3.46872 4.05737
H -0.09147 -3.47062 -3.67324
H 0.08119 -4.03609 -1.97282
H -1.86875 2.28774 1.41733
H -5.37024 4.57421 -5.95278
C 3.15218 0.38283 2.81509
H -5.61045 1.72999 -3.13709
C -3.84588 2.76529 -2.45968
H -0.08527 -5.18660 2.06853
H 3.19773 -3.07037 0.95510
Tl -0.00467 -0.75150 0.34873
H -1.62325 1.14660 4.49970
H 3.45286 2.93475 3.27614
C -6.06360 4.40026 -5.12697
H 2.50704 0.79330 3.60560
H -3.33548 -1.55912 1.57383
H -6.67402 2.47084 -5.79373
H 5.41135 -0.48029 1.79694
C 2.24593 2.35038 1.02676
N 3.60698 2.88565 1.16954
H -7.50609 3.10259 -4.24451
H -0.76511 -0.47757 -3.58020
H 1.83833 2.57135 0.02946
N 4.77298 0.87356 0.29509
N 4.40390 1.12865 2.73542
H -6.19859 5.20749 -4.40421
C 0.32702 -0.49714 -3.45747
H -1.31170 -3.86624 2.10845
H -0.65350 -4.41848 0.54328
H 3.00823 -2.46792 -1.64545
H -3.90347 -0.79184 3.08237
H -0.94747 -0.51431 4.59747
C -2.56550 1.58408 1.89931
C -1.00852 0.39563 3.98708
P -1.69767 0.04488 2.33336
C -4.63327 1.62177 -2.66183
H 2.67453 -4.66344 1.58637
C -6.77246 3.25481 -5.03922
C 1.21194 -2.73767 3.46401
H 3.18009 0.31257 -0.99017
H 4.08387 2.50127 -0.85852
C -0.21490 -3.19324 -2.61705
H -4.22098 3.74550 -2.74230
H 1.57122 2.77688 1.78295
H -2.97314 2.03205 2.81311
O -0.86051 1.30830 -1.05736
H 6.27061 1.10174 1.78172
H -2.52887 -0.73908 -1.41334
H 2.14488 -4.11755 -0.03710
H 5.49260 2.84690 0.20947
H 2.28746 -2.84795 3.65728
C -4.16238 0.36663 -2.27092
P 0.76988 -1.70932 -2.16919
H 0.63465 0.50444 -3.11877
C 2.48744 -2.17088 -2.56813
H 3.00321 -1.30021 -2.99565
C 4.52378 2.32932 0.13354
H 0.00724 0.80456 3.86359
H 3.34811 -0.68378 3.00103
C 5.29448 0.60279 1.66960
H 0.80795 -0.73230 -4.41570
C -2.05822 1.39148 -1.53695
H -1.95828 3.53909 -1.74996
H -2.64224 -2.06545 3.13031
H 0.90358 -1.72494 3.77080
H -1.45775 -1.76998 -0.16433
C 3.57484 0.08783 0.01262
C 4.16054 2.57970 2.52450
H 3.78954 -0.99252 0.07211
P 2.18769 0.49967 1.21649
```

2S+1 ... 1
Relative energy (zero: lowest compared OMol25 entry of this formula, charge and spin) ... 0.000 eV
Electronic energy ... -2682.047352 hartree
Kohn-Sham gap (spin up / spin down) ... 3.15 / 3.16 eV
Charge ... +3
HOMO energy (spin up / spin down) ... -15.8347 / -15.8354 eV

Atom charges from the Mulliken analysis, given in e for atoms 1 to 8: 0.283, -1.076, 0.301, 0.488, -1.100, 0.623, 0.489, -1.235

---

(4)
C4H10N2O | ωB97M-V/def2-TZVPD

```
17
C4H10N2O (ωB97M-V/def2-TZVPD)
N 1.25312 -0.94135 0.94371
C -0.98979 1.27413 -1.05676
C -0.01068 -1.00891 -1.54207
H -0.69429 2.24176 -0.65206
H 2.01245 -0.74852 1.59536
N 0.58804 1.30549 1.41941
H -0.97083 1.38210 -2.14064
H -0.29062 1.80321 1.42031
H -2.02288 1.08247 -0.75554
H 0.39951 -0.67570 -2.49959
H -0.23752 -2.42237 1.88029
C 0.65693 0.22630 0.52527
O 0.00725 -1.49045 1.97168
H 0.79889 1.02657 2.36882
H 0.62014 -1.79063 -1.13376
C -0.11413 0.14859 -0.60539
H -1.00559 -1.41271 -1.73905
```

2S+1 ... 1
Relative energy (zero: lowest compared OMol25 entry of this formula, charge and spin) ... 3.999 eV
Electronic energy ... -343.054504 hartree
Kohn-Sham gap ... 8.33 eV
SMILES ... CC(C)=C(N)NO
Charge ... 0
HOMO energy ... -7.8525 eV

Atom charges from the Mulliken analysis, given in e for atoms 1 to 8: -0.363, -1.552, -1.310, 0.416, 0.323, -0.631, 0.384, 0.199

---

(5)
C6H10O | ωB97M-V/def2-TZVPD

```
17
C6H10O (ωB97M-V/def2-TZVPD)
O -1.35359 -1.60495 -1.78861
C 0.29177 0.19117 1.52403
C -0.80686 -0.25490 2.12318
H -0.70296 -0.93095 2.96313
H -2.18329 -1.15620 -1.59591
H 1.21744 -0.10746 2.00116
H 0.97272 0.97164 -1.71704
H 2.07389 -1.57742 -1.23130
C 1.88096 -0.72126 -0.59041
C 0.94589 0.20314 -0.94110
H -1.03455 2.02730 -1.02471
C 0.25264 0.88005 0.20326
H -0.67393 -1.17541 -1.24951
H -1.15836 2.46917 0.68896
H 2.62456 -0.57431 0.18098
C -0.66365 1.82804 -0.02120
H -1.79806 0.06771 1.82746
```

2S+1 ... 1
Relative energy (zero: lowest compared OMol25 entry of this formula, charge and spin) ... 3.780 eV
Electronic energy ... -309.703459 hartree
Kohn-Sham gap ... 8.18 eV
SMILES ... C=CC(=C)C=C.O
Charge ... 0
HOMO energy ... -8.4705 eV

Atom charges from the Mulliken analysis, given in e for atoms 1 to 8: -0.693, -0.270, -0.801, 0.260, 0.313, 0.266, 0.363, 0.270